# 1
{"formula": "C37H43F10IO30", "method": "wB97M-V/def2-TZVPD", "homo_energy_ha": -0.3145, "gap_ev": 8.515, "charge": 0, "smiles": "C=C[C@@](O)(OC(=O)C[C@@H](C)I)[C@@H](F)CC.O=C1OC[C@@H](F)O1.O=C1OC[C@@H](F)O1.O=C1OC[C@@H](F)O1.O=C1OC[C@@H](F)O1.O=C1OC[C@@H](F)O1.O=C1OC[C@@H](F)O1.O=C1OC[C@@H](F)O1.O=C1OC[C@@H](F)O1.O=C1OC[C@@H](F)O1", "elements": ["H", "H", "F", "F", "C", "O", "O", "O", "F", "H", "O", "I", "O", "H", "C", "H", "H", "C", "C", "O", "H", "C", "C", "F", "H", "C", "C", "O", "H", "F", "H", "H", "H", "F", "O", "C", "F", "H", "H", "O", "O", "O", "H", "C", "C", "H", "C", "O", "C", "F", "H", "C", "H", "C", "C", "O", "H", "H", "F", "H", "H", "O", "C", "O", "O", "C", "O", "C", "C", "H", "H", "H", "H", "C", "C", "H", "O", "H", "O", "O", "C", "O", "C", "C", "H", "H", "O", "C", "H", "H", "C", "H", "H", "C", "O", "C", "H", "C", "H", "O", "C", "C", "H", "C", "C", "O", "C", "H", "O", "H", "C", "H", "H", "O", "O", "H", "O", "H", "O", "C", "F"], "xyz": [[-1.7634, -2.9188, -5.0896], [4.4254, -0.3608, -4.2558], [-0.7379, 4.8104, 2.9963], [-2.4990, -1.9310, 2.0383], [-4.9120, -6.4627, 0.7093], [7.8225, -3.5907, 5.8318], [-2.6209, -4.8167, -0.1080], [3.0402, -1.0108, 4.3293], [-5.8613, 4.1964, 0.2195], [-7.9827, 3.8822, -1.0594], [-7.0656, 0.1197, -1.0687], [-6.7003, -7.6426, 0.4956], [5.9030, 4.7629, -6.6990], [2.9326, -3.3164, 2.0868], [-0.5836, 0.9471, -0.3284], [-2.5941, 0.6902, 4.8731], [-0.3647, -3.6096, 2.9418], [5.5772, 5.7973, -7.5139], [-3.1865, -2.7680, 1.1577], [-0.0766, -0.2094, -4.6829], [-1.6005, -0.6190, -5.9935], [4.5223, 0.2377, -3.3563], [6.0928, 0.5669, -1.7650], [-2.2762, -0.1320, -4.1810], [3.9498, 6.2423, -5.3004], [2.6950, -2.3453, 2.5109], [-3.7235, -4.9858, -0.9328], [-2.4488, 1.0480, 2.8285], [-1.9132, 5.2078, 1.4327], [5.3787, 7.4309, -4.5818], [-4.0698, -7.0742, 0.3903], [-1.6155, 0.9357, -0.6585], [3.5380, 0.3760, -2.9088], [4.3413, 2.5736, -3.8196], [0.2353, -2.4098, -4.8091], [1.8105, -1.5758, 4.4415], [-2.9410, 3.6446, 5.0351], [-6.9880, 4.0835, -2.5230], [-4.8694, -6.9717, 2.8210], [0.2063, 6.6586, 0.2471], [5.3954, -0.3911, -2.4103], [-0.5276, 8.7015, 0.8563], [-0.5250, 1.4094, 0.6553], [-7.1584, 3.4702, -1.6433], [-5.0279, -5.2163, -0.2099], [-5.7969, -5.3591, -0.9641], [-0.4345, 7.5398, 1.0546], [6.8220, 0.3894, -0.8498], [6.6577, -3.3142, 5.1928], [4.6146, -0.9518, 2.7083], [-4.5772, -2.3764, -0.4486], [-4.2172, -1.8952, 0.4620], [-5.1394, -0.6497, 1.9722], [3.7864, -1.7765, 3.3923], [-5.9280, 3.2841, -0.7771], [-0.0537, -0.3848, -0.2545], [-0.9053, -5.2857, 2.2188], [-1.4657, -2.0256, -0.7440], [0.5489, 2.9133, -1.0016], [-3.8082, -5.6181, 2.3615], [-0.0174, -3.1116, 0.4193], [5.5864, 5.7608, -8.6957], [-2.3432, 1.4942, 4.1888], [-0.9668, 6.8866, 2.1296], [-6.1434, 1.9995, -0.2283], [-1.1573, -2.2136, -4.5297], [-2.9900, 2.0398, 0.8929], [0.2222, 5.3848, 0.8940], [-0.6934, -4.2239, 2.1098], [1.1576, 5.2637, 1.4434], [5.5475, 4.4765, -4.6693], [-3.6968, -3.5145, 1.7735], [-4.9802, 3.2848, -1.3181], [-6.9109, 1.2926, -1.1044], [-3.3200, 2.6545, 4.2035], [5.9755, 1.5560, -4.3630], [-7.4621, 2.1248, -2.0190], [-5.5770, -5.4020, 2.4534], [1.9987, -1.2609, -0.5498], [-3.2531, 3.1179, 2.8581], [0.8456, -1.2116, -4.8082], [2.0147, -1.0357, -4.9007], [-2.9078, 2.0672, 2.0820], [1.2501, -0.3442, -0.6153], [-3.7162, -0.9619, 0.1933], [-1.3263, 1.8373, 4.3826], [-2.0436, -2.7596, -0.9921], [0.3722, 1.6006, -1.3001], [4.3757, -2.5199, 3.9249], [6.9283, 5.5212, -5.0724], [-4.7764, -6.0947, 2.1814], [8.6548, -2.1715, 3.0689], [-4.3520, 2.3799, 4.4276], [8.2719, -2.1915, 4.0847], [-3.6018, -5.0440, -2.1224], [5.9121, 5.2382, -5.3516], [0.1105, 4.5811, 0.1765], [-1.3534, -0.7702, -4.9418], [2.4347, -1.6559, 1.7080], [1.5822, 0.9008, -1.0511], [-2.1923, -3.4986, 0.2020], [8.8857, -3.2728, 4.9506], [0.1011, 1.5051, -2.3525], [-0.9477, 5.5036, 1.8479], [-5.3821, -1.5508, 1.4093], [5.8437, 1.7886, -2.3308], [5.0118, 6.4517, -5.4406], [-6.2803, -1.3885, 0.8157], [1.0255, -1.3293, 5.2973], [-1.3415, -2.3461, -3.4637], [5.2195, 1.5619, -3.5754], [-5.5772, -2.3678, 2.1104], [9.1816, -4.1746, 4.4119], [1.5997, -2.4459, 3.4285], [5.5852, -3.6852, 5.5388], [-5.3072, -4.3601, 0.4080], [6.8896, -2.5607, 4.0930], [8.3893, -1.2080, 4.5412], [5.2280, 6.8855, -6.7686], [-0.8620, -3.5815, 0.9264], [9.9419, -2.8258, 5.6651]], "atomic_forces_ev_per_a": [[0.1399, -0.0444, -0.0889], [0.1033, -0.1291, 0.0771], [0.0416, 0.0264, 0.0294], [0.0470, 0.0440, -0.0529], [-0.0803, 0.4472, 0.1367], [-0.0108, -0.2241, -0.1348], [-0.5147, 0.1922, -0.0646], [0.0561, -0.2182, 0.1827], [-0.0355, -0.0363, 0.0700], [0.0574, 0.0243, 0.0718], [-0.0405, 0.0060, -0.0079], [0.1004, -0.1287, -0.0641], [-0.0488, 0.0202, 0.0088], [-0.1049, -0.0841, 0.1330], [-0.1327, -0.0978, -0.1246], [-0.0710, -0.0928, -0.1362], [1.7608, -0.8135, -0.1420], [0.1093, 0.0150, -0.0461], [-0.5527, -0.0106, -0.2037], [0.0377, 0.0160, -0.2057], [-0.1036, 0.0483, 0.0288], [-0.0509, -0.1227, -0.1492], [-0.0879, -0.0334, 0.1472], [0.0691, 0.0313, 0.0812], [-0.0027, 0.0555, 0.0923], [0.0268, -0.0517, -0.1396], [-0.0475, 0.2179, -0.5076], [0.0251, 0.0374, 0.0178], [-0.0130, -0.1074, 0.0942], [0.0495, 0.0311, -0.0392], [-0.2349, -0.2349, -0.0072], [0.0065, -0.1677, 0.0002], [0.0106, 0.1076, -0.0012], [0.0083, 0.0322, 0.0303], [-0.0162, 0.0754, -0.0492], [-0.0817, 0.1879, -0.0405], [0.0514, 0.0351, -0.0560], [0.0089, -0.1350, -0.0875], [0.1330, 0.0262, -0.0151], [-0.0608, -0.0142, 0.0290], [0.0234, 0.0398, -0.0377], [0.0310, -0.0344, 0.0337], [0.0618, 0.0600, -0.0278], [-0.0019, 0.1069, -0.0812], [0.0083, -0.4589, 0.1538], [0.0897, 0.0917, -0.0473], [0.1177, 0.0679, 0.0341], [-0.0471, 0.0263, -0.0106], [-0.0625, 0.0794, 0.0650], [-0.0574, 0.0811, 0.0214], [0.0656, 0.0815, -0.0055], [-0.0895, 0.0030, 0.4244], [-0.1626, -0.0632, 0.0906], [-0.0930, 0.0707, -0.1520], [-0.0967, 0.0000, 0.0563], [-0.0340, -0.0088, -0.1716], [-1.6402, 0.4282, 0.6052], [0.0770, 0.1424, -0.1606], [0.1582, -0.1037, -0.1528], [-0.0469, -0.0389, -0.0019], [-0.4373, 1.6273, 0.8560], [0.0396, 0.0194, 0.0376], [0.0157, -0.0416, 0.0991], [-0.2202, 0.0050, -0.1509], [0.1817, -0.0878, -0.1267], [-0.1749, -0.1145, 0.0087], [-0.0838, 0.2511, 0.0199], [-0.0177, -0.1198, -0.0149], [0.0450, 0.2622, -0.5466], [-0.0455, -0.0099, 0.0840], [-0.0873, -0.0877, -0.1494], [0.2777, -0.0913, 0.0052], [0.0374, 0.0896, 0.0663], [-0.1136, -0.0143, 0.0665], [0.1536, 0.0333, 0.0337], [-0.0797, 0.1021, -0.0840], [0.0550, 0.0030, 0.0188], [0.0772, -0.0092, 0.0586], [-0.0241, 0.0215, -0.0511], [-0.3106, -0.1176, -0.0381], [0.0953, -0.1135, 0.1294], [-0.0388, 0.0789, 0.0755], [0.0821, -0.0994, -0.0167], [0.1316, -0.0002, 0.2020], [-0.0105, -0.1368, -0.3214], [-0.0270, 0.0836, 0.0190], [0.0547, -0.1152, 0.1103], [-0.0006, 0.0414, 0.2921], [0.0783, 0.0585, 0.0045], [-0.0401, 0.1469, 0.0159], [-0.0330, -0.0142, -0.0946], [-0.1430, -0.0730, -0.0524], [-0.0056, 0.0530, 0.0559], [0.0722, 0.0853, -0.1701], [0.0193, 0.0523, 0.4630], [0.0543, -0.1378, 0.1998], [-0.0240, 0.2146, -0.1012], [0.0290, -0.0383, 0.1371], [0.1079, 0.0140, 0.0278], [-0.1655, -0.1341, -0.3405], [1.1251, -0.7047, -0.3912], [-0.0424, 0.1331, 0.0667], [0.0565, 0.1112, -0.0275], [0.1559, 0.0770, 0.0756], [0.1624, -0.2062, -0.3968], [0.2614, -0.0443, -0.1417], [0.1750, 0.0508, -0.0360], [-0.0296, 0.2129, 0.1789], [-0.0033, 0.0282, -0.0804], [-0.0581, 0.0229, 0.0747], [-0.1760, -0.0351, 0.1972], [-0.0109, 0.0765, 0.0124], [0.0996, 0.0111, 0.0288], [0.0823, 0.0458, 0.0982], [0.0348, 0.0382, 0.0029], [0.0647, 0.0105, -0.1056], [0.0659, -0.0659, 0.0510], [0.0635, -0.0402, 0.0795], [-0.2484, -0.1064, -0.0614], [-0.1206, -0.8372, -0.0176], [-0.0350, 0.0334, 0.0616]]}


# 2
{"formula": "C37H43FKN7O5S", "method": "wB97M-V/def2-TZVPD", "homo_energy_ha": -0.2276, "gap_ev": 4.580, "charge": 0, "relative_energy_kj_mol": 19.96, "elements": ["H", "H", "H", "H", "C", "C", "C", "H", "H", "K", "N", "C", "H", "C", "N", "H", "C", "C", "N", "C", "C", "N", "C", "H", "H", "H", "O", "H", "H", "H", "C", "O", "H", "C", "C", "C", "C", "H", "H", "C", "C", "N", "O", "H", "H", "H", "H", "H", "H", "N", "H", "C", "H", "C", "C", "C", "F", "H", "C", "C", "C", "C", "C", "H", "C", "H", "C", "C", "C", "H", "H", "H", "H", "H", "C", "H", "C", "S", "H", "H", "O", "O", "C", "N", "H", "H", "H", "C", "C", "H", "H", "C", "C", "H", "H"], "xyz": [[-6.7973, 0.7857, 3.8779], [0.2760, -0.1718, 7.8823], [-7.2205, 1.6645, 7.8655], [-8.1487, 0.3377, 5.9640], [1.3470, -0.6918, 3.2456], [-4.5310, 0.2572, 0.0942], [-0.6397, -0.6769, 8.1556], [6.5789, -0.2371, 1.4292], [-9.3376, 2.2107, 6.8997], [0.1276, -0.1405, 0.2119], [-8.4898, 2.3742, 6.3577], [-2.3985, 1.6435, -2.5647], [-0.8392, 2.0409, -4.5851], [5.5661, -0.1778, 1.0504], [-2.7644, 1.8571, -3.8659], [3.1631, -0.8329, -2.9572], [1.2800, -1.5171, -2.6622], [4.7073, 0.8075, 1.4886], [2.6238, -1.5031, -2.4343], [-3.6629, 0.7617, 5.6850], [-6.8732, 0.6758, 0.5117], [-3.4175, 1.2235, -1.7915], [5.1042, -1.1082, 0.1296], [-7.7871, -0.5201, 2.0494], [-7.7918, 1.1882, 0.2498], [3.9437, -2.8161, -1.4810], [2.4390, -0.4950, 3.7919], [-2.1013, 1.9257, -5.8168], [-4.1230, 1.4628, -5.3720], [-2.6129, -0.1040, 9.0249], [-5.7096, 0.9340, -0.2028], [1.0387, -1.3169, 2.2056], [-6.1223, 2.4607, -4.2518], [-4.1403, 1.6059, -4.2897], [3.4210, 0.8341, 0.9667], [-2.9850, 1.8940, 3.2284], [-6.0698, 2.8045, 6.4377], [0.3954, -1.1899, 5.7170], [-4.4795, 0.6772, -3.8369], [-3.2556, 0.4441, -0.7217], [3.2030, -2.0561, -1.2298], [-1.4262, -0.1946, 5.8187], [0.5022, -2.0926, -1.9232], [2.7104, 1.5832, 1.3007], [-9.1397, 1.1824, 4.7392], [-5.1059, 2.8969, -2.8615], [-2.8116, 4.2826, -5.2658], [-0.5212, -1.5248, 8.8142], [-5.7015, 1.6400, -1.0232], [-5.8997, 1.6876, 5.5333], [-1.7768, 1.2162, 8.0679], [-1.8374, 2.3758, -4.8575], [-5.6735, -1.6649, 2.6498], [-7.0039, 1.5734, 4.5997], [0.8161, -0.8192, -3.9188], [-8.2593, 1.2462, 5.3757], [-5.1107, 2.9158, 3.1566], [-2.7044, 2.3089, 2.2665], [-6.8659, -0.2680, 1.5318], [-5.6828, -0.9236, 1.8582], [-2.3753, 0.5637, 5.1632], [-5.1098, 2.7296, -3.9383], [-1.8786, 0.1598, 8.2762], [-4.8369, 3.6627, -4.4343], [-1.8375, 3.8963, -4.9580], [-2.3065, -1.6676, 7.0830], [-2.0573, 1.1117, 3.9143], [-4.5227, -0.6585, 1.1432], [0.0959, -0.1031, 3.9348], [-0.0838, -0.2539, -3.6834], [-5.2091, 2.8767, 7.1002], [5.0054, 1.5308, 2.2345], [2.3902, -2.5394, -0.6867], [-3.5940, -1.1714, 1.3594], [3.7978, -1.0137, -0.3206], [1.5631, -0.1425, -4.3343], [-4.5808, 1.5261, 4.9924], [-0.8119, 2.0291, -2.0642], [-7.1754, 2.4901, 4.0154], [-3.9760, 0.2885, 6.6061], [-0.5067, 1.4163, 2.1943], [-2.2608, -0.1843, -0.3540], [-1.7025, -0.7660, 7.1056], [2.9771, -0.0395, 0.0723], [0.5765, -1.5846, -4.6587], [-8.6353, 3.2336, 5.8221], [-7.5401, 3.4204, 7.9258], [-0.2561, -0.5271, 5.1618], [-0.7574, 0.8481, 3.2497], [-1.0962, 4.2293, -5.6889], [5.7393, -1.9128, -0.2204], [-4.2112, 2.1107, 3.7816], [-7.3113, 2.5760, 7.2785], [-6.1572, 3.7687, 5.9069], [-1.5782, 4.3213, -3.9876]], "atomic_forces_ev_per_a": [[-0.0062, -0.0481, -0.0224], [0.0023, -0.0092, 0.0180], [-0.0016, -0.0092, 0.0114], [0.0019, -0.0128, 0.0059], [-0.3134, 0.1703, 0.1576], [0.0015, -0.0230, -0.0013], [0.0044, -0.0305, -0.0232], [-0.0041, -0.0063, -0.0034], [0.0167, 0.0006, -0.0076], [0.1869, -0.0657, -0.5972], [-0.0226, -0.0184, 0.0119], [0.1089, 0.0831, -0.1292], [0.0111, -0.0229, -0.0178], [0.0718, -0.0512, -0.0197], [-0.0890, -0.0828, 0.1239], [0.0416, -0.0796, 0.0079], [-0.0038, 0.0651, -0.0726], [-0.0693, 0.0438, 0.0210], [0.0006, 0.2014, -0.1169], [-0.0581, -0.0224, -0.0129], [0.0542, 0.0043, -0.0232], [-0.0623, -0.0613, 0.0699], [0.0353, -0.0571, 0.0194], [-0.0015, 0.0229, -0.0009], [0.0014, -0.0025, -0.0004], [0.0734, 0.0014, 0.0110], [-0.0137, -0.1074, -0.0557], [-0.0064, 0.0103, -0.0407], [0.0255, -0.0096, -0.0099], [-0.0058, 0.0164, 0.0085], [-0.0469, 0.0037, -0.0082], [0.3596, -0.1524, 0.2823], [0.0193, 0.0172, 0.0208], [0.0700, 0.0378, -0.0212], [0.0027, 0.0178, -0.0227], [0.0611, 0.0058, -0.0627], [-0.0234, 0.0135, -0.0770], [-0.0068, 0.0136, -0.0082], [-0.0164, -0.0170, 0.0247], [-0.0827, 0.1429, 0.0038], [-0.0895, -0.0120, 0.0491], [-0.0331, 0.0764, -0.0268], [-0.1005, -0.0816, 0.0748], [0.0086, 0.0021, -0.0155], [-0.0088, 0.0046, -0.0103], [0.0061, -0.0063, -0.0390], [0.0326, -0.0184, 0.0088], [0.0183, 0.0026, 0.0002], [-0.0010, -0.0205, 0.0245], [0.0241, -0.0142, 0.0632], [-0.0213, 0.0035, 0.0235], [0.0093, 0.0410, 0.0280], [0.0177, -0.0047, -0.0059], [0.0321, -0.0114, 0.0339], [0.0385, -0.0315, 0.0344], [0.0179, 0.0362, 0.0227], [0.0424, -0.0291, 0.0191], [-0.0208, -0.0164, 0.0360], [0.0277, -0.0192, 0.0134], [-0.0222, 0.0151, -0.0058], [0.0362, -0.0872, 0.0463], [-0.0096, 0.0242, 0.0002], [0.0107, 0.0037, -0.0427], [-0.0111, -0.0309, 0.0124], [-0.0068, 0.0384, -0.0066], [-0.0148, -0.0066, 0.0188], [0.0391, 0.0153, -0.0637], [-0.0022, 0.0374, -0.0080], [0.0985, 0.0597, -0.0568], [0.0044, -0.0114, 0.0158], [0.0049, -0.0151, 0.0202], [-0.0093, -0.0084, -0.0061], [-0.0119, -0.0758, -0.0459], [-0.0051, -0.0003, -0.0001], [0.0837, 0.0382, 0.0775], [0.0075, -0.0212, 0.0066], [-0.0454, -0.0035, 0.0308], [-0.1173, 0.0208, 0.0680], [0.0230, 0.0230, -0.0030], [0.0346, 0.0167, -0.0196], [0.2773, 0.0278, 0.1226], [-0.3502, -0.1111, 0.0204], [0.0016, 0.0053, -0.0253], [0.0150, 0.0936, -0.0214], [-0.0161, 0.0173, -0.0074], [0.0006, -0.0040, 0.0020], [-0.0056, 0.0084, 0.0042], [-0.0337, -0.0172, 0.0458], [-0.1900, -0.0364, 0.1097], [-0.0169, -0.0188, 0.0189], [-0.0009, 0.0186, 0.0098], [-0.0771, 0.1003, -0.0117], [-0.0083, -0.0036, -0.0371], [0.0137, 0.0062, -0.0251], [-0.0124, -0.0024, -0.0211]]}